The following is a DFT calculation (ωB97M-V/def2-TZVPD) of C24H21N3O7RhS as an isolated structure at a distorted geometry.

Last column: Löwdin charge in e.
Element x y z (Å)
Rh -0.32180 0.22076 1.24624  1.296
S 1.26526 1.47337 -1.13444  1.048
O -1.68383 1.44669 0.37328  -0.076
O -1.22763 6.67558 3.65048  0.092
O -0.02329 2.40208 1.38876  -0.058
O 0.49213 -1.20072 2.49614  -0.052
O 1.14634 0.21915 -0.22626  -0.613
O -2.84342 7.88182 2.89326  0.097
O -0.88910 0.29470 3.20405  -0.066
N -1.39515 -1.37074 0.68859  -0.059
N -2.17077 6.87516 2.91466  -0.349
N -4.47560 -5.38899 -0.97388  0.204
C -0.60007 -0.51690 5.90136  -0.005
C -0.09191 -0.66859 3.48962  -0.534
C 1.18061 -2.59520 6.42429  -0.057
C -1.89872 -3.02176 -0.93411  0.034
C -2.44175 5.85833 1.87369  -0.117
C -3.81241 -4.52409 -0.61536  -0.149
C -3.43502 6.10267 0.94286  0.026
C -0.40571 -0.94935 7.20139  -0.056
C -2.97989 -3.44021 -0.16590  -0.185
C -2.42782 -1.76654 1.43551  -0.049
C 2.61406 2.43771 -0.38796  -0.290
C 2.29383 0.89292 -2.50825  -0.297
C -2.96774 3.96324 -0.04164  0.008
C -3.69291 5.14365 -0.02620  -0.031
C 3.74292 1.14363 -2.10914  -0.218
C 3.73391 2.50392 -1.41987  -0.218
C -1.12595 -1.97882 -0.46889  -0.053
C 0.10282 -1.12761 4.86475  -0.147
C 0.48259 -1.98590 7.45970  -0.055
C -1.18483 2.50130 0.89294  -0.566
C -1.96471 3.75118 0.90028  -0.119
C 0.99558 -2.16580 5.12202  -0.005
C -1.68918 4.70337 1.87298  0.077
C -3.24874 -2.80169 1.03909  0.038
H 2.21872 3.39503 -0.05820  0.096
H 1.53387 -2.62220 4.30253  0.122
H 4.68311 2.74121 -0.94184  0.126
H -0.26746 -1.61059 -1.01247  0.115
H -1.28703 0.28857 5.67990  0.122
H -0.91442 4.55007 2.60935  0.136
H -4.08184 -3.10171 1.65729  0.137
H 2.88999 1.84311 0.48460  0.109
H 4.07323 0.36879 -1.41484  0.124
H -3.98964 7.02837 0.98984  0.128
H 1.86972 -3.40117 6.63593  0.112
H 0.63445 -2.32011 8.47755  0.113
H 4.39983 1.11947 -2.97718  0.124
H -1.66130 -3.50098 -1.87223  0.135
H -4.46421 5.31808 -0.76292  0.117
H 3.52815 3.29123 -2.14846  0.121
H 2.02531 -0.14889 -2.67431  0.099
H -0.94391 -0.48099 8.01389  0.112
H 1.99808 1.48147 -3.37822  0.102
H -2.59355 -1.22642 2.35776  0.131
H -3.17141 3.20168 -0.78280  0.125

* relative energy (zero: lowest compared OMol25 entry of this formula, charge and spin): 50.5 kJ/mol
* calculated total energy: -2126.565638 hartree
* E_LUMO: -3.7 eV
* charge: +1
* E_HOMO: -12.13 eV